(1)
This record from the Open Molecules 2025 dataset describes C3H4N2 in the gas phase at a distorted geometry. The level of theory is wB97M-V/def2-TZVPD.

Structure (XYZ):
```
9
Properties=species:S:1:pos:R:3:forces:R:3:mulliken_charge:R:1
N 0.7029 -0.8670 -0.8317 -3.381 1.139 0.746 -0.2603
N -0.4752 0.2067 1.0601 0.012 -0.087 0.149 -0.4235
C 1.4699 0.2100 -0.5276 -0.257 -0.304 0.607 -0.3599
C 0.2412 0.9650 0.0324 0.151 0.896 -0.176 0.0784
C -0.6768 -0.1525 -0.2810 0.761 0.204 -0.913 -0.3822
H 0.0631 2.0260 -0.0018 0.007 0.121 0.070 0.3863
H -1.6712 -0.2931 -0.7232 0.596 0.182 0.003 0.3765
H 0.0244 -0.4177 1.6911 0.198 0.085 -0.313 0.2547
H 0.3216 -1.6774 -0.4184 1.912 -2.235 -0.172 0.3300
```
Forces are in eV/Å.

Results
- HOMO (eV) = -8.53

---

(2)
This record from the Open Molecules 2025 dataset describes C3H4N2 as an isolated structure at a distorted geometry. The level of theory is wB97M-V/def2-TZVPD.

Structure (XYZ):
```
9
Properties=species:S:1:pos:R:3:forces:R:3:mulliken_charge:R:1
N 0.1781 -0.1979 1.2064 1.713 2.173 -0.285 -0.3904
N -0.5885 -0.1510 -1.2201 -0.826 -1.418 1.964 -0.5280
C -0.9471 -0.6286 0.5871 2.213 -4.260 -4.439 -0.2177
C 0.8812 0.5132 0.3845 -0.976 -2.035 0.430 -0.2737
C 0.5327 0.3930 -1.0411 0.202 0.159 -1.319 0.1480
H 1.6286 1.1576 0.6635 2.037 1.115 1.162 0.4268
H -1.7187 -0.0187 0.7339 -3.412 2.280 0.752 0.2815
H 1.2309 0.7033 -1.9331 -1.455 -0.242 1.879 0.3003
H -1.1973 -1.7708 0.6187 0.504 2.228 -0.145 0.2532
```
Forces are in eV/Å.

Results
- HOMO (eV) = -9.53

---

(3)
This record from the Open Molecules 2025 dataset describes C3H4N2 in the gas phase at a distorted geometry. The level of theory is wB97M-V/def2-TZVPD.

Structure (XYZ):
```
9
Properties=species:S:1:pos:R:3:forces:R:3:mulliken_charge:R:1
N 2.7262 0.0251 -0.3397 -3.063 -0.754 0.703 -0.4055
N -0.6282 -0.7047 -0.6433 -3.158 -1.321 -0.718 -0.5356
C 1.6170 -0.2171 -0.0331 3.029 0.535 0.077 0.1024
C 0.2503 -0.3973 0.4378 -0.829 0.835 2.494 0.1893
C -0.7170 0.6397 -0.1502 0.559 2.414 -0.104 -0.3952
H -0.1351 1.4183 -0.7537 -1.256 -1.122 0.579 0.2097
H 0.0721 -0.6264 1.5722 0.497 -0.020 -2.462 0.3276
H -1.6425 1.1154 0.3852 1.898 -1.504 -0.694 0.2416
H -1.5429 -1.2529 -0.4751 2.322 0.937 0.127 0.2656
```
Forces are in eV/Å.

Results
- HOMO (eV) = -10.20

---

(4)
This record from the Open Molecules 2025 dataset describes C3H4N2 in the gas phase at a distorted geometry. The level of theory is wB97M-V/def2-TZVPD.

Structure (XYZ):
```
9
Properties=species:S:1:pos:R:3:forces:R:3:mulliken_charge:R:1
N -1.5592 0.4082 0.0892 -2.733 2.603 0.118 -0.4165
N 2.0323 0.7282 -0.0149 1.887 -2.676 -0.155 -0.7695
C -0.3633 -0.1363 0.0906 2.747 -5.555 -0.842 0.1968
C 0.6569 -1.4708 -0.0477 -3.988 8.854 1.341 -0.6031
C 1.0936 -0.1226 0.0131 -0.816 0.156 0.055 0.5052
H 0.7962 -2.4493 -0.2508 0.140 -2.852 -0.622 0.3678
H -2.4818 -0.0437 -0.0653 1.621 -0.609 0.167 0.2486
H -1.8627 1.4633 0.2068 2.112 -2.555 -0.208 0.2613
H 1.6880 1.6229 -0.0211 -0.970 2.634 0.146 0.2093
```
Forces are in eV/Å.

Results
- HOMO (eV) = -7.78

---

(5)
This record from the Open Molecules 2025 dataset describes a 2-piece molecular cluster, C3H4N2 overall at a distorted geometry. The level of theory is wB97M-V/def2-TZVPD.

Structure (XYZ):
```
9
Properties=species:S:1:pos:R:3:forces:R:3:mulliken_charge:R:1
N 0.8896 0.7969 -0.4326 1.177 -0.018 -0.067 -0.0333
N -2.9598 -0.0342 -0.5217 -0.674 -0.355 0.547 -0.3751
C 0.1099 0.0973 0.2993 0.235 0.469 0.987 -0.4088
C -2.6492 -0.1461 0.5835 2.816 1.022 1.453 0.1232
C 1.4575 -0.4615 -0.1763 -0.705 -3.271 -2.209 -0.2475
H 1.3360 1.6533 -0.6617 -0.583 1.033 -0.219 0.2264
H 2.2678 -0.6690 0.5059 0.015 0.443 0.277 0.2453
H -1.7957 0.0056 1.4302 -2.830 -0.740 -2.167 0.3204
H 1.3439 -1.2423 -1.0266 0.548 1.416 1.398 0.1493
```
Forces are in eV/Å.

Results
- HOMO (eV) = -9.55

---

(6)
This record from the Open Molecules 2025 dataset describes C3H4N2O in the gas phase. The level of theory is wB97M-V/def2-TZVPD.

Structure (XYZ):
```
10
Properties=species:S:1:pos:R:3:forces:R:3:mulliken_charge:R:1
O 1.2213 -1.8145 -1.0793 -0.103 0.569 0.397 -0.4865
N 0.2388 -0.3446 0.5957 -0.124 -0.237 -0.006 -0.2595
N -1.7451 -0.1687 -0.6179 0.084 0.048 0.403 -0.5328
C -1.1187 0.0215 0.4623 -0.180 0.021 -0.242 0.0403
C 1.0413 -0.8598 -0.3854 0.062 -0.367 -0.307 0.5694
C 1.3668 0.5044 0.0519 0.261 0.220 -0.078 -0.4289
H 1.0744 1.3013 -0.6341 0.036 -0.126 0.098 0.2646
H -1.5263 0.4696 1.3734 0.019 -0.003 -0.138 0.3607
H 2.1578 0.7445 0.7584 -0.123 -0.081 -0.106 0.2267
H -2.7104 0.1462 -0.5251 0.066 -0.044 -0.021 0.2459
```
Forces are in eV/Å.

Results
- HOMO (eV) = -9.82

---

(7)
This record from the Open Molecules 2025 dataset describes C3H4N2O in the gas phase. The level of theory is wB97M-V/def2-TZVPD.

Structure (XYZ):
```
10
Properties=species:S:1:pos:R:3:forces:R:3:mulliken_charge:R:1
O -1.9101 -0.7593 -0.6887 0.253 0.203 -0.705 -0.5485
N 0.4253 -0.8425 -0.5602 -0.455 -0.399 0.358 -0.3830
N 0.4878 1.2651 0.4363 -0.545 -0.100 -0.399 -0.4278
C -0.4964 1.2105 -0.3741 0.205 0.045 0.437 -0.0951
C 0.8811 -0.1354 0.6441 0.397 0.099 0.180 -0.4003
C -0.8249 -0.2321 -0.6742 -0.414 0.031 -0.043 0.5840
H -1.0773 2.0712 -0.6791 0.013 -0.009 -0.006 0.3641
H 0.3309 -1.8464 -0.4372 0.025 0.068 -0.014 0.2776
H 0.2420 -0.4904 1.4674 0.636 0.058 0.318 0.3212
H 1.9417 -0.2407 0.8656 -0.116 0.004 -0.126 0.3078
```
Forces are in eV/Å.

Results
- HOMO (eV) = -10.04

---

(8)
This record from the Open Molecules 2025 dataset describes C3H4N2O in the gas phase. The level of theory is wB97M-V/def2-TZVPD.

Structure (XYZ):
```
10
Properties=species:S:1:pos:R:3:forces:R:3:mulliken_charge:R:1
O -0.5874 -2.0194 -0.7574 -0.136 0.017 -0.119 -0.5000
N -0.9155 0.2872 -0.7839 0.098 -0.324 0.118 -0.7951
N -0.2681 1.3265 -0.1989 -0.152 0.148 0.331 0.1919
C 0.7550 -0.4599 0.5800 -0.038 0.162 -0.068 -0.4180
C 0.7092 0.9097 0.6438 -0.130 -0.082 0.032 -0.4209
C -0.2783 -0.7748 -0.3422 0.110 0.125 0.069 0.5585
H 1.2885 1.6339 1.1963 -0.027 -0.153 0.067 0.4019
H 1.3985 -1.1347 1.1254 -0.040 0.097 -0.230 0.3542
H -0.8031 2.1688 -0.0537 0.222 0.035 -0.319 0.2667
H -1.2988 -1.9373 -1.4093 0.093 -0.024 0.119 0.3607
```
Forces are in eV/Å.

Results
- HOMO (eV) = -8.99

---

(9)
This record from the Open Molecules 2025 dataset describes C3H4N2O in the gas phase at a distorted geometry. The level of theory is wB97M-V/def2-TZVPD.

Structure (XYZ):
```
10
Properties=species:S:1:pos:R:3:forces:R:3:mulliken_charge:R:1
O 0.3693 -3.3232 -0.2266 -0.150 -0.988 0.118 -0.4135
N 0.3150 -0.9821 -0.2144 0.262 0.030 -0.190 -0.2424
N -1.2851 0.3193 0.9156 -0.753 0.475 0.534 -0.5799
C 0.4455 1.4062 -0.3343 -0.024 0.175 0.015 -0.9902
C 0.2686 -2.1738 -0.1678 0.240 0.350 -0.174 0.5219
C -0.2706 0.2110 0.1911 0.034 0.106 -0.022 0.5635
H 0.4495 1.3829 -1.4222 0.048 0.007 -0.081 0.2983
H -1.7203 -0.5401 1.2364 0.250 -0.191 -0.177 0.2333
H 1.4788 1.3948 0.0067 0.091 0.007 -0.019 0.2994
H -0.0508 2.3049 0.0155 0.003 0.029 -0.003 0.3097
```
Forces are in eV/Å.

Results
- HOMO (eV) = -10.41

---

(10)
This record from the Open Molecules 2025 dataset describes C3H4N2O in the gas phase. The level of theory is wB97M-V/def2-TZVPD.

Structure (XYZ):
```
10
Properties=species:S:1:pos:R:3:forces:R:3:mulliken_charge:R:1
O 1.9386 0.0990 0.0780 0.094 -0.110 -0.008 -0.5053
N -0.3219 0.3929 0.7552 -0.176 -0.120 -0.002 -0.1035
N -1.2226 -0.9757 -0.7890 0.349 -0.046 -0.115 -0.4504
C -1.3661 -0.3096 0.3678 0.131 0.112 0.183 0.0359
C 0.6383 0.3116 -0.3542 -0.148 0.077 -0.117 0.3559
C 0.0342 -0.7550 -1.2630 -0.313 0.202 0.206 -0.4935
H -0.2560 0.9664 1.5825 -0.056 -0.026 -0.126 0.1862
H 0.5492 1.2658 -0.9064 0.035 -0.123 0.025 0.2246
H 2.2819 -0.6447 -0.4369 -0.057 0.018 0.040 0.3666
H -2.2754 -0.3507 0.9660 0.142 0.017 -0.085 0.3834
```
Forces are in eV/Å.

Results
- HOMO (eV) = -8.19

---

(11)
This record from the Open Molecules 2025 dataset describes C3H4N2O in the gas phase at a distorted geometry. The level of theory is wB97M-V/def2-TZVPD.

Structure (XYZ):
```
10
Properties=species:S:1:pos:R:3:forces:R:3:mulliken_charge:R:1
O -2.5973 -0.7641 -0.0002 2.644 2.542 -0.512 -0.4576
N 1.6864 0.2018 -0.4439 3.824 -2.265 3.910 -0.2635
N 0.4552 -0.1888 -0.0760 -2.569 1.695 -2.034 -0.1502
C 2.8213 -0.2771 0.1833 -5.781 -0.774 1.669 -0.2587
C -0.5805 0.6784 0.1100 7.484 -0.846 3.329 0.0559
C -1.9531 0.3011 -0.0157 -5.097 0.285 1.555 0.1135
H 3.7451 -0.1370 -0.1962 2.455 1.238 -2.054 0.3095
H 3.0217 -0.9586 1.1853 -1.774 1.712 -2.334 0.2102
H -0.1125 1.5561 0.9210 -2.292 -1.427 -2.994 0.2365
H -2.5925 1.3467 0.0651 1.106 -2.160 -0.535 0.2046
```
Forces are in eV/Å.

Results
- HOMO (eV) = -9.54

---

(12)
This record from the Open Molecules 2025 dataset describes C3H4N2O in the gas phase. The level of theory is wB97M-V/def2-TZVPD.

Structure (XYZ):
```
10
Properties=species:S:1:pos:R:3:forces:R:3:mulliken_charge:R:1
O -0.0705 0.2037 -2.2461 0.036 -0.180 -0.029 -0.5143
N 0.2209 -1.1635 -0.3380 -0.030 0.180 0.102 -0.6347
N -0.0535 0.3523 1.2437 0.014 -0.063 0.010 -0.0243
C 0.1961 -0.9448 0.9589 0.011 -0.029 0.096 -0.2154
C -0.0237 0.0518 -0.9038 -0.019 0.113 0.181 0.6000
C -0.2008 1.0244 0.0414 0.004 -0.025 -0.098 -0.5371
H -0.1188 0.7604 2.1618 0.013 -0.087 -0.137 0.1779
H -0.4072 2.0803 -0.0253 0.031 -0.162 0.000 0.3896
H 0.3548 -1.6920 1.7252 -0.030 0.118 -0.118 0.3932
H 0.1027 -0.6726 -2.6177 -0.031 0.136 -0.008 0.3652
```
Forces are in eV/Å.

Results
- HOMO (eV) = -8.28

---

Number 1: Kohn-Sham gap 8.87 eV. Number 2: Kohn-Sham gap 9.73 eV. Number 3: Kohn-Sham gap 10.88 eV. Number 4: Kohn-Sham gap 8.11 eV. Number 5: Kohn-Sham gap 10.31 eV. Number 6: Kohn-Sham gap 10.65 eV. Number 7: Kohn-Sham gap 10.47 eV. Number 8: Kohn-Sham gap 10.05 eV. Number 9: Kohn-Sham gap 10.98 eV. Number 10: Kohn-Sham gap 7.96 eV. Number 11: Kohn-Sham gap 8.15 eV. Number 12: Kohn-Sham gap 9.21 eV.